No. 1
{
  "formula": "C22H37AlClO4Si",
  "method": "wB97M-V/def2-TZVPD",
  "multiplicity": 1,
  "gap_ev": 5.44,
  "total_charge": -1,
  "lumo_energy_ev": 2.51,
  "homo_energy_ev": -2.92,
  "elements": ["C", "C", "C", "H", "C", "C", "H", "H", "H", "H", "Al", "Cl", "C", "C", "C", "H", "C", "C", "H", "H", "H", "H", "C", "C", "C", "C", "O", "Si", "O", "O", "C", "C", "C", "C", "O", "C", "C", "C", "C", "H", "H", "H", "H", "H", "H", "H", "H", "H", "H", "H", "H", "H", "H", "H", "H", "H", "H", "H", "H", "H", "H", "H", "H", "H", "H", "H"],
  "xyz": [[-2.136, -1.440, -2.700], [-1.652, -1.608, -4.067], [-1.518, -0.344, -4.641], [-1.455, -2.565, -4.544], [-1.921, 0.641, -3.707], [-2.295, 0.005, -2.511], [-2.793, 0.452, -1.651], [-2.681, -2.196, -2.138], [-1.191, -0.135, -5.662], [-1.989, 1.709, -3.908], [-0.341, -1.224, -1.686], [0.056, -3.262, -1.363], [2.357, -0.405, -2.536], [2.060, 0.840, -3.167], [1.626, 0.570, -4.486], [2.183, 1.822, -2.715], [1.680, -0.837, -4.690], [2.136, -1.444, -3.487], [2.283, -2.504, -3.304], [2.756, -0.536, -1.532], [1.298, 1.308, -5.214], [1.379, -1.359, -5.593], [1.154, 3.575, 0.448], [1.719, 2.456, 1.312], [2.951, 1.870, 0.636], [2.000, 2.923, 2.734], [0.673, 1.420, 1.545], [-0.138, 0.378, 0.622], [0.184, 0.298, -0.969], [0.187, -1.140, 1.129], [0.988, -1.869, 2.129], [2.174, -2.532, 1.437], [1.477, -0.930, 3.217], [0.027, -2.918, 2.669], [-1.734, 0.739, 0.678], [-2.850, 0.294, 1.522], [-3.204, -1.148, 1.180], [-2.443, 0.400, 2.986], [-3.981, 1.269, 1.187], [1.889, 4.399, 0.401], [0.224, 3.967, 0.880], [0.944, 3.229, -0.574], [3.755, 2.629, 0.628], [3.335, 0.990, 1.167], [2.743, 1.590, -0.404], [1.075, 3.302, 3.185], [2.361, 2.090, 3.350], [2.751, 3.722, 2.748], [2.866, -1.788, 1.021], [2.715, -3.128, 2.189], [1.842, -3.190, 0.625], [0.656, -0.367, 3.680], [1.947, -1.550, 4.000], [2.230, -0.223, 2.841], [-0.822, -2.444, 3.182], [-0.351, -3.544, 1.849], [0.565, -3.547, 3.389], [-2.366, -1.820, 1.414], [-4.083, -1.462, 1.769], [-3.450, -1.267, 0.118], [-2.102, 1.416, 3.221], [-3.317, 0.165, 3.618], [-1.632, -0.305, 3.227], [-3.670, 2.297, 1.414], [-4.250, 1.225, 0.124], [-4.880, 1.043, 1.778]],
  "nbo_charge": [-0.71, -0.28, -0.25, 0.22, -0.27, -0.33, 0.23, 0.25, 0.21, 0.21, 1.95, -0.62, -0.39, -0.34, -0.33, 0.18, -0.36, -0.37, 0.20, 0.19, 0.18, 0.19, -0.64, 0.29, -0.64, -0.62, -0.96, 2.49, -1.39, -0.96, 0.29, -0.64, -0.63, -0.62, -0.93, 0.28, -0.64, -0.63, -0.62, 0.20, 0.21, 0.24, 0.21, 0.21, 0.25, 0.21, 0.21, 0.20, 0.22, 0.20, 0.25, 0.21, 0.20, 0.22, 0.20, 0.23, 0.20, 0.23, 0.20, 0.22, 0.22, 0.20, 0.21, 0.21, 0.22, 0.20]
}

No. 2
{
  "formula": "C22H37N3O2",
  "method": "wB97M-V/def2-TZVPD",
  "multiplicity": 1,
  "gap_ev": 6.93,
  "de_lowest_ev": 6.609,
  "total_charge": 0,
  "lumo_energy_ev": 0.57,
  "homo_energy_ev": -6.37,
  "smiles": "C#CCN(CC[C@H](C)CCC=C(C)C)C(=O)O.CCCC#N.CCCC#N",
  "elements": ["C", "C", "C", "N", "C", "C", "C", "C", "C", "C", "C", "C", "C", "C", "C", "O", "O", "H", "H", "H", "H", "H", "H", "H", "H", "H", "H", "H", "H", "H", "H", "H", "H", "H", "H", "H", "H", "H", "H", "H", "C", "C", "C", "C", "N", "H", "H", "H", "H", "H", "H", "H", "C", "C", "C", "C", "N", "H", "H", "H", "H", "H", "H", "H"],
  "xyz": [[1.439, 4.256, 3.899], [0.466, 3.564, 3.767], [-0.628, 2.659, 3.442], [-0.556, 1.366, 4.143], [0.820, 0.872, 4.332], [1.677, 0.689, 3.054], [2.080, -0.766, 2.739], [3.617, -0.946, 2.732], [1.579, -1.146, 1.337], [2.183, -0.242, 0.245], [1.089, 0.456, -0.542], [1.439, 1.392, -1.524], [1.389, 2.848, -1.246], [1.880, 0.905, -2.868], [-1.369, 0.371, 3.547], [-1.923, -0.457, 4.220], [-1.502, 0.313, 2.180], [2.365, 4.773, 3.933], [-1.555, 3.145, 3.759], [-0.696, 2.569, 2.355], [1.342, 1.457, 5.079], [0.708, -0.116, 4.776], [1.235, 1.158, 2.175], [2.599, 1.236, 3.253], [1.712, -1.473, 3.483], [4.008, -1.205, 3.714], [3.886, -1.754, 2.053], [4.115, -0.053, 2.361], [1.886, -2.164, 1.087], [0.493, -1.139, 1.278], [2.837, -0.840, -0.405], [2.820, 0.539, 0.667], [0.049, 0.231, -0.337], [0.459, 3.139, -0.755], [1.517, 3.444, -2.149], [2.202, 3.077, -0.552], [1.013, 0.798, -3.516], [2.320, -0.085, -2.741], [2.617, 1.571, -3.323], [-2.030, 1.045, 1.845], [-1.540, -0.383, -5.511], [-2.731, 0.160, -4.732], [-2.915, 1.674, -4.900], [-1.738, 2.400, -4.416], [-0.812, 2.949, -4.035], [-0.602, 0.051, -5.161], [-1.466, -1.463, -5.386], [-1.636, -0.171, -6.578], [-2.607, -0.079, -3.675], [-3.640, -0.341, -5.068], [-3.785, 2.014, -4.338], [-3.072, 1.929, -5.950], [-1.782, -3.392, 1.249], [-2.216, -4.331, 0.131], [-1.662, -3.914, -1.238], [-2.131, -2.576, -1.613], [-2.499, -1.537, -1.905], [-2.158, -2.380, 1.092], [-2.169, -3.737, 2.207], [-0.694, -3.343, 1.322], [-3.306, -4.366, 0.091], [-1.873, -5.343, 0.355], [-1.982, -4.618, -2.007], [-0.571, -3.905, -1.221]],
  "nbo_charge": [-0.21, -0.02, -0.32, -0.48, -0.22, -0.44, -0.22, -0.61, -0.38, -0.45, -0.31, 0.15, -0.66, -0.66, 0.89, -0.53, -0.72, 0.24, 0.23, 0.21, 0.22, 0.21, 0.23, 0.21, 0.20, 0.21, 0.20, 0.20, 0.19, 0.21, 0.21, 0.19, 0.21, 0.23, 0.22, 0.22, 0.24, 0.22, 0.20, 0.50, -0.61, -0.40, -0.51, 0.31, -0.36, 0.21, 0.22, 0.20, 0.25, 0.20, 0.25, 0.24, -0.62, -0.38, -0.51, 0.32, -0.37, 0.22, 0.22, 0.20, 0.21, 0.21, 0.25, 0.25]
}

No. 3
{
  "formula": "C22H38AsCrN4SSi3",
  "method": "wB97M-V/def2-TZVPD",
  "multiplicity": 5,
  "gap_ev": [7.26, 7.36],
  "s2": 6.0343,
  "total_charge": 1,
  "lumo_energy_ev": [-3.23, -3.41],
  "homo_energy_ev": [-10.49, -10.78],
  "elements": ["Cr", "N", "C", "S", "N", "N", "C", "C", "C", "C", "C", "C", "C", "C", "C", "C", "C", "C", "N", "H", "H", "H", "H", "H", "H", "H", "H", "H", "H", "H", "C", "Si", "C", "C", "As", "Si", "C", "C", "C", "Si", "C", "C", "C", "H", "H", "H", "H", "H", "H", "H", "H", "H", "H", "H", "H", "H", "H", "H", "H", "H", "H", "H", "H", "H", "H", "H", "H", "H", "H", "H"],
  "xyz": [[-0.780, -0.710, -1.445], [-1.993, -4.480, 0.233], [-1.855, -3.253, -0.307], [-0.632, -3.069, -1.530], [-2.652, -2.321, 0.191], [-2.504, -1.126, -0.440], [-3.088, -0.043, -0.012], [-3.776, 0.206, 1.268], [-4.193, -0.809, 2.137], [-4.758, -0.493, 3.363], [-4.915, 0.826, 3.755], [-4.481, 1.843, 2.915], [-3.917, 1.535, 1.691], [-2.956, 1.063, -1.020], [-3.987, 1.948, -1.298], [-3.848, 2.840, -2.349], [-2.688, 2.834, -3.108], [-1.711, 1.908, -2.794], [-1.843, 1.045, -1.783], [-1.549, -5.262, -0.214], [-2.796, -4.653, 0.816], [-4.087, -1.838, 1.844], [-5.080, -1.294, 4.015], [-5.364, 1.063, 4.710], [-4.571, 2.878, 3.216], [-3.540, 2.351, 1.088], [-4.901, 1.910, -0.722], [-4.653, 3.525, -2.582], [-2.542, 3.516, -3.933], [-0.791, 1.843, -3.362], [2.527, -3.547, 0.545], [2.212, -1.870, 1.283], [3.788, -1.213, 2.029], [0.820, -1.934, 2.526], [1.512, -0.352, -0.405], [1.614, 1.827, 0.523], [0.196, 1.852, 1.737], [1.294, 3.036, -0.867], [3.231, 2.255, 1.352], [3.005, -0.421, -2.247], [2.177, 0.637, -3.554], [3.092, -2.166, -2.887], [4.688, 0.254, -1.818], [2.699, -4.247, 1.367], [3.420, -3.553, -0.080], [1.686, -3.906, -0.047], [4.170, -1.933, 2.757], [3.641, -0.264, 2.544], [4.558, -1.069, 1.268], [0.874, -2.872, 3.082], [-0.159, -1.890, 2.043], [0.879, -1.117, 3.247], [-0.761, 1.750, 1.218], [0.177, 2.793, 2.293], [0.262, 1.037, 2.460], [0.559, 2.660, -1.578], [2.210, 3.268, -1.414], [0.909, 3.972, -0.453], [3.245, 1.953, 2.399], [3.359, 3.340, 1.320], [4.093, 1.803, 0.863], [1.160, 0.272, -3.739], [2.712, 0.570, -4.504], [2.117, 1.687, -3.270], [2.122, -2.496, -3.264], [3.422, -2.889, -2.143], [3.801, -2.192, -3.718], [4.626, 1.163, -1.219], [5.237, 0.493, -2.732], [5.276, -0.479, -1.262]],
  "lowdin_spin": [3.79, 0.00, 0.01, 0.01, 0.00, -0.01, 0.05, 0.00, 0.01, 0.00, 0.01, 0.00, 0.01, 0.02, 0.00, 0.02, 0.00, 0.02, 0.02, 0.00, 0.00, 0.00, 0.00, 0.00, 0.00, 0.00, 0.00, 0.00, 0.00, 0.00, 0.00, 0.00, 0.00, 0.00, 0.02, 0.00, 0.00, 0.00, 0.00, 0.01, 0.01, 0.00, 0.00, 0.00, 0.00, 0.00, 0.00, 0.00, 0.00, 0.00, 0.00, 0.00, 0.00, 0.00, 0.00, 0.00, 0.00, 0.00, 0.00, 0.00, 0.00, 0.01, 0.00, 0.00, 0.00, 0.00, 0.00, 0.00, 0.00, 0.00]
}